This record from OMol25 describes 10 unconnected molecules or ions with the total composition H20O10. The level of theory is ωB97M-V with the def2-TZVPD basis set.

Atoms and positions in Å:
O (1.30865, 0.00274, 2.79284)
H (2.07149, 0.10777, 3.36820)
H (1.58787, -0.64088, 2.13478)
O (3.56614, 1.97827, -1.67764)
H (4.34326, 1.71216, -2.17622)
H (2.92014, 1.27522, -1.81852)
O (-0.55633, 0.69788, -0.35913)
H (0.26948, 0.61187, -0.85067)
H (-0.49796, -0.05268, 0.24189)
O (-3.46106, 0.19641, 0.88959)
H (-4.00817, -0.07400, 0.14592)
H (-3.35527, -0.59367, 1.42576)
O (-2.47328, 2.80759, 1.70005)
H (-2.71384, 3.42365, 1.00186)
H (-2.57392, 1.92806, 1.31031)
O (-0.54104, -2.09836, 0.60979)
H (-0.87057, -2.88582, 0.16237)
H (-1.13012, -1.97292, 1.36202)
O (1.77773, -0.54533, -1.69811)
H (1.51383, -0.63416, -2.62152)
H (2.50886, -1.16389, -1.57810)
O (2.46757, -2.31723, 0.67065)
H (2.39143, -3.21529, 1.00585)
H (1.56478, -2.05995, 0.44311)
O (-1.89925, -2.32689, -2.21570)
H (-2.57415, -2.41040, -1.53739)
H (-1.07577, -2.17165, -1.74399)
O (-0.38590, 3.76810, -0.50351)
H (-0.74175, 2.99029, -0.05250)
H (0.56713, 3.66313, -0.43200)

Values from the calculation:
ΔE to the lowest compared entry with this formula, charge and spin, kcal/mol: 67.60
SMILES: O.O.O.O.O.O.O.O.O.O
E_HOMO, eV: -10.17
Total charge: 0
HOMO-LUMO gap, eV: 9.57

This record from OMol25 describes a molecular structure, C7H12BiO3 at a distorted geometry. The level of theory is ωB97M-V with the def2-TZVPD basis set.

Atoms and positions in Å:
C (1.81990, -0.11309, 2.20938)
C (1.34437, -0.80981, 1.15627)
H (1.15621, 0.49672, 2.82646)
H (2.80087, -0.33874, 2.63336)
H (0.28073, -0.79321, 0.90724)
H (1.92770, -1.61748, 0.70833)
H (2.03994, 0.69251, 0.67037)
O (-2.62254, 6.21263, 1.31812)
C (-2.28938, 5.06733, 0.91258)
O (-3.14813, 4.17219, 0.69249)
O (-0.99372, 4.84123, 0.72286)
C (-0.59828, 3.54848, 0.26703)
C (0.90837, 3.57977, 0.07177)
C (1.45894, 2.40144, -0.61305)
C (2.60756, 1.72850, -0.24578)
Bi (-4.68981, 5.59682, 1.29764)
H (-1.11125, 3.31626, -0.67576)
H (-0.87897, 2.79427, 1.01378)
H (1.45101, 3.80704, 0.99931)
H (1.15817, 4.38938, -0.65070)
H (0.88024, 2.00578, -1.45647)
H (3.09811, 1.13052, -1.01994)
H (3.33406, 2.25972, 0.37677)

Values from the calculation:
ΔE to the lowest compared entry with this formula, charge and spin, kcal/mol: 4.71
E_HOMO (spin up / spin down), eV: -15.99 / -16.87
Total charge: +2
HOMO-LUMO gap (spin up / spin down), eV: 7.46 / 7.97
2S+1: 2

This record from OMol25 describes a molecular structure, CH3NO2Sn at a distorted geometry. The level of theory is ωB97M-V with the def2-TZVPD basis set.

Atoms and positions in Å:
Sn (-1.13067, -3.19888, -2.10750)
C (0.65823, 0.90389, 0.33245)
N (-0.51696, -0.06067, 0.24503)
O (-1.17691, -0.17672, 1.23098)
O (-0.68708, -0.77301, -0.76363)
H (1.51560, 0.40602, -0.11791)
H (0.95749, 1.07898, 1.36223)
H (0.38030, 1.82040, -0.18166)

Values from the calculation:
ΔE to the lowest compared entry with this formula, charge and spin, kcal/mol: 9.24
E_HOMO, eV: -19.41
Total charge: +2
HOMO-LUMO gap, eV: 6.34

This record from OMol25 describes 3 unconnected molecules or ions with the total composition C18H45N3OS. The level of theory is ωB97M-V with the def2-TZVPD basis set.

Atoms and positions in Å:
C (4.22599, -3.48446, -4.57550)
C (3.10739, -2.44255, -4.73577)
S (1.47288, -3.10487, -4.30727)
C (1.62505, -3.22436, -2.50201)
C (1.44417, -1.87583, -1.77897)
N (0.23963, -1.90250, -0.95910)
C (2.66622, -1.49697, -0.96907)
O (3.85658, -1.68548, -1.73232)
C (4.91642, -0.83485, -1.33878)
H (3.96205, -4.19222, -3.80250)
H (5.16159, -2.99582, -4.32384)
H (4.34291, -4.02501, -5.50868)
H (3.04359, -2.12604, -5.76814)
H (3.30544, -1.58254, -4.10906)
H (0.81326, -3.88459, -2.22524)
H (2.56002, -3.70491, -2.23619)
H (1.29628, -1.11109, -2.53578)
H (-0.07865, -0.97525, -0.71203)
H (0.35553, -2.46340, -0.12443)
H (2.58264, -0.44467, -0.69806)
H (2.75499, -2.09375, -0.05776)
H (5.85249, -1.27191, -1.66513)
H (4.80031, 0.16228, -1.76648)
H (4.94708, -0.73633, -0.25281)
C (2.53296, -1.81736, 2.84487)
C (1.84610, -0.46969, 2.70203)
N (0.40515, -0.54307, 2.84941)
C (-0.27460, 0.66349, 2.41448)
C (-0.03523, 1.96131, 3.19521)
C (-0.07533, -1.14101, 4.08390)
C (0.34915, -0.49596, 5.41031)
H (2.11192, -2.53523, 2.13949)
H (3.59731, -1.71259, 2.62800)
H (2.45277, -2.23297, 3.84944)
H (2.04677, -0.10079, 1.69172)
H (2.31684, 0.24922, 3.39153)
H (-1.34914, 0.46025, 2.39003)
H (0.01040, 0.83658, 1.37051)
H (-0.57220, 1.97419, 4.14248)
H (-0.39806, 2.81066, 2.61197)
H (1.02251, 2.13308, 3.39530)
H (0.24023, -2.18654, 4.09461)
H (-1.16620, -1.17923, 4.03358)
H (1.40562, -0.22466, 5.41570)
H (0.19002, -1.20069, 6.22869)
H (-0.23228, 0.39563, 5.63888)
C (-6.03407, 3.61664, -1.48967)
C (-4.88506, 2.65807, -1.76271)
N (-3.60443, 3.13924, -1.27764)
C (-2.48022, 2.35529, -1.76027)
C (-2.37629, 0.89156, -1.31341)
C (-3.56217, 3.50519, 0.12765)
C (-3.90710, 2.42271, 1.15956)
H (-5.83243, 4.59974, -1.91642)
H (-6.94819, 3.22966, -1.94132)
H (-6.22696, 3.73611, -0.42315)
H (-4.79778, 2.53308, -2.84512)
H (-5.14898, 1.66777, -1.35830)
H (-1.55903, 2.87830, -1.48765)
H (-2.51452, 2.37945, -2.85372)
H (-2.03465, 0.80135, -0.28236)
H (-1.65003, 0.36609, -1.93844)
H (-3.32346, 0.36108, -1.40791)
H (-4.23582, 4.35187, 0.27624)
H (-2.56602, 3.90138, 0.34169)
H (-4.77371, 1.83016, 0.86416)
H (-4.14259, 2.88603, 2.12018)
H (-3.07504, 1.74175, 1.33141)

Values from the calculation:
SMILES: CCSC[C@@H](N)COC.CCN(CC)CC.CCN(CC)CC
E_HOMO, eV: -8.16
Total charge: 0
HOMO-LUMO gap, eV: 8.84

This record from OMol25 describes a molecular structure, C25H30N8OS2W. The level of theory is ωB97M-V with the def2-TZVPD basis set.

Atoms and positions in Å:
W (0.45235, 0.03023, -0.03356)
C (1.03536, -2.64748, 1.69188)
C (2.28903, -2.40860, 0.87876)
N (2.49653, -0.95149, 0.64373)
C (3.31025, -0.31605, 1.70814)
C (2.47684, -0.04116, 2.94271)
S (0.84166, 0.62778, 2.48890)
C (-0.30851, -0.51399, 3.32321)
C (-1.00626, -1.42802, 2.32595)
N (-0.08509, -1.78496, 1.21650)
H (0.74329, -3.69669, 1.62999)
H (1.20229, -2.43659, 2.74380)
H (3.15346, -2.82795, 1.39631)
H (2.21183, -2.88685, -0.09030)
H (3.01972, -0.86666, -0.22603)
H (4.15233, -0.96136, 1.96640)
H (3.72385, 0.60710, 1.31280)
H (2.33120, -0.92650, 3.55667)
H (2.95913, 0.71287, 3.56230)
H (0.25615, -1.05486, 4.08003)
H (-1.03661, 0.10492, 3.84326)
H (-1.35949, -2.33016, 2.83252)
H (-1.86739, -0.92895, 1.88318)
H (-0.62656, -2.33351, 0.55526)
N (1.70908, 4.21874, -1.23156)
C (1.34193, 2.92379, -1.23014)
S (2.16563, 1.86236, -0.09978)
N (0.41529, 2.49956, -2.01335)
N (0.33414, 1.09821, -1.97622)
C (0.19172, 0.59729, -3.15298)
C (0.28479, -0.79210, -3.50568)
C (0.03540, -1.17691, -4.82990)
C (0.26135, -2.47475, -5.23605)
C (0.78021, -3.39178, -4.32488)
C (1.04477, -3.03074, -3.01398)
C (0.77904, -1.73109, -2.59510)
O (0.98583, -1.41213, -1.30399)
H (2.47513, 4.53135, -0.66204)
H (1.39544, 4.81037, -1.98458)
H (0.06717, 1.32087, -3.95404)
H (-0.32809, -0.43677, -5.53197)
H (0.06272, -2.77229, -6.25538)
H (0.98350, -4.40586, -4.64328)
H (1.44604, -3.74937, -2.31108)
C (-1.33524, 4.26513, 3.58715)
C (-2.14430, 3.13783, 3.54594)
C (-2.02776, 2.24387, 2.49409)
C (-1.08075, 2.46842, 1.50170)
C (-0.30268, 3.61023, 1.50784)
C (-0.43534, 4.50645, 2.56017)
N (-1.01778, 1.45707, 0.44077)
N (-2.18611, 1.45381, -0.14452)
C (-2.42029, 0.34471, -0.85636)
C (-3.65630, 0.17408, -1.50896)
C (-3.94664, -1.04054, -2.05935)
C (-3.00661, -2.08060, -1.94731)
C (-1.80256, -1.83594, -1.35435)
N (-1.47151, -0.61918, -0.83132)
H (-1.42907, 4.96966, 4.40211)
H (-2.88177, 2.96678, 4.31867)
H (-2.68715, 1.38747, 2.42115)
H (0.37420, 3.83210, 0.70301)
H (0.16163, 5.40839, 2.56675)
H (-4.34538, 1.00591, -1.51952)
H (-4.89334, -1.20892, -2.55395)
H (-3.20948, -3.06580, -2.34130)
H (-1.05222, -2.61069, -1.30891)

Values from the calculation:
E_HOMO (spin up / spin down), eV: -12.87 / -13.17
Total charge: +2
HOMO-LUMO gap (spin up / spin down), eV: 6.41 / 6.57

This record from OMol25 describes a single C24H27NO5S molecule. The level of theory is ωB97M-V with the def2-TZVPD basis set.

Atoms and positions in Å:
C (2.37070, 2.28874, 3.02929)
H (3.19552, 2.99373, 3.09687)
H (1.42763, 2.81907, 3.13981)
H (2.46762, 1.54223, 3.81440)
C (2.42316, 1.59901, 1.66264)
C (1.32312, 0.54177, 1.61471)
O (1.46487, -0.52484, 2.18097)
C (0.09380, 0.91987, 0.92209)
C (-0.96492, 0.06231, 0.94604)
N (-2.13882, 0.31391, 0.33644)
C (-2.27619, 1.48789, -0.38003)
C (-1.24791, 2.36453, -0.47643)
C (0.01961, 2.13736, 0.15477)
C (1.08824, 2.97020, 0.00400)
C (2.36871, 2.69637, 0.57658)
O (3.39131, 3.29927, 0.30149)
H (1.02270, 3.82911, -0.64659)
H (-1.38501, 3.27170, -1.04392)
C (-3.56624, 1.76618, -1.02910)
C (-3.71856, 1.88670, -2.37873)
S (-5.33924, 2.22860, -2.82456)
C (-5.82419, 2.23185, -1.17666)
C (-4.79268, 1.97373, -0.33804)
H (-4.88438, 1.95300, 0.73306)
H (-6.84842, 2.42214, -0.92809)
H (-2.96487, 1.78273, -3.13400)
C (-3.14653, -0.72258, 0.26270)
H (-4.13886, -0.27104, 0.26231)
H (-3.05071, -1.36166, 1.14357)
C (-2.97203, -1.55757, -1.01176)
C (-4.14144, -2.51402, -1.24137)
C (-5.45809, -1.79442, -1.55640)
O (-6.05379, -1.17883, -0.43571)
H (-6.31892, -1.86260, 0.18949)
H (-6.16075, -2.50640, -2.00969)
H (-5.28239, -0.98716, -2.27130)
H (-4.27830, -3.14861, -0.36168)
H (-3.90124, -3.16147, -2.08564)
H (-2.04058, -2.12429, -0.94755)
H (-2.89314, -0.88327, -1.86722)
H (-0.87761, -0.86929, 1.48722)
O (3.68422, 0.92395, 1.57329)
C (3.79210, 0.15724, 0.49235)
O (2.91021, 0.04904, -0.32698)
C (5.10352, -0.59082, 0.48610)
H (5.85284, 0.05425, 0.94610)
C (4.90710, -1.88219, 1.31614)
C (4.73628, -2.97953, 0.26997)
C (5.71324, -2.56286, -0.82380)
H (5.53219, -3.07161, -1.76944)
C (5.49488, -1.05238, -0.92703)
H (6.37593, -0.52975, -1.29548)
H (4.66294, -0.84355, -1.60156)
H (6.73589, -2.77692, -0.50703)
H (4.94172, -3.97149, 0.67084)
H (3.71773, -2.96040, -0.11924)
H (4.05016, -1.80703, 1.98490)
H (5.79787, -2.06990, 1.91692)

Values from the calculation:
ΔE to the lowest compared entry with this formula, charge and spin, kcal/mol: 0.19
SMILES: C[C@]1(OC(=O)C2CCCC2)C(=O)C=C2C=C(c3ccsc3)N(CCCCO)C=C2C1=O
E_HOMO, eV: -7.51
Total charge: 0
HOMO-LUMO gap, eV: 7.66